Version i
This record from the OMol25 dataset describes a molecular structure, C8H17N2O3P. The level of theory is ωB97M-V/def2-TZVPD.

Geometry as XYZ:
```
31
C8H17N2O3P ωB97M-V/def2-TZVPD
H 0.3123 -3.7287 0.7822
H 1.7586 -3.3042 -1.7834
H 3.4330 1.6166 0.9351
C 1.9350 3.1560 0.8543
H 3.3378 2.3616 -0.5998
H 0.9522 2.6281 1.2002
O 0.5363 -0.3106 1.6444
C -1.0172 -1.8068 -1.2560
O 1.8322 1.0008 -0.2215
C 0.4502 -1.5414 -1.4453
N -1.1232 -3.0156 -0.5478
C -2.0624 0.7626 0.5179
H -0.7189 1.3511 -1.0077
H -2.0815 -3.1840 -0.1101
C 1.1562 -2.8028 -0.9916
C 0.1055 -3.7073 -0.2518
H -2.1612 2.7070 1.3875
P 0.4987 0.1908 0.2951
H 1.8032 3.9391 0.0564
H -3.7639 1.8350 1.3759
H -2.5107 0.0191 -0.1689
C -2.8409 2.0404 0.8271
H -3.0868 2.5625 -0.0883
O -1.9510 -1.1956 -1.6374
H 0.6750 -1.2448 -2.4437
H -1.8068 0.3433 1.5393
H 1.8961 -2.5789 -0.1029
H 0.1121 -4.7330 -0.7103
C 2.6936 2.0327 0.2155
H 2.3908 3.4612 1.7755
N -0.7544 1.1457 -0.0400
```

HOMO level, eV: -8.71
LUMO energy, Eh: 0.0244

Version ii
This record from the OMol25 dataset describes a single C8H17N2O3P molecule. The level of theory is ωB97M-V/def2-TZVPD.

Geometry as XYZ:
```
31
C8H17N2O3P ωB97M-V/def2-TZVPD
H 2.3473 -1.5825 -1.0256
H 0.9390 1.4903 -1.1565
C 1.7300 -1.3043 -0.1247
C 1.9318 1.0836 -0.9372
H -2.9439 3.1965 0.5881
O -2.1874 1.5902 -0.6056
H 2.0512 -1.9303 0.7089
C -2.9181 -1.7405 -0.5345
C -1.9070 -2.6474 0.1174
H 0.8853 0.5211 0.8717
N -3.1288 -0.6024 0.2729
H -3.8459 -2.3442 -0.7481
H 3.9784 0.4024 0.6095
O -2.1642 -3.6626 0.8099
H -4.1640 2.2322 -0.4707
C -3.1653 2.6232 -0.3691
P -1.8287 0.5169 0.5992
H -3.7325 -0.7286 1.1060
H 2.9930 0.9851 2.0051
H -2.4072 -1.5993 -1.5935
O -2.2420 1.0771 1.8924
C 0.3275 -1.4184 -0.4698
H -2.9414 3.4510 -1.1501
H 3.4795 -0.6958 1.5817
H 2.2550 0.4469 -1.7744
H 2.5280 2.0578 -1.0120
C 3.1399 0.2224 1.1926
H -0.0087 -3.0797 0.5767
C 1.8893 0.2181 0.3243
N -0.5229 -2.3022 0.0954
H -0.1285 -0.7442 -1.2358
```

HOMO level (alpha / beta), eV: -7.24 / -7.24
LUMO energy (alpha / beta), Eh: -0.0497 / -0.0497

Which of them is the most stable? Correct choice: version i.

Version i
This record from the OMol25 dataset describes a single C4H7BO2 molecule. The level of theory is ωB97M-V/def2-TZVPD.

Geometry as XYZ:
```
14
C4H7BO2 ωB97M-V/def2-TZVPD
H 0.6676 3.1106 1.0152
H -1.0630 2.1604 1.1995
H -1.5024 -0.9867 -1.0134
H 0.6074 0.5551 -2.0801
H 1.4556 -0.2745 -0.8076
C -0.4911 -1.2182 -0.9149
C -0.3454 -1.9161 0.4433
B 0.3016 1.0118 0.0443
H -0.1630 -1.8421 -1.7404
C 0.4453 0.0378 -1.0381
O 0.2235 -1.2549 1.3302
O -0.6321 -3.1193 0.4719
C 0.0491 2.0949 1.1243
H 0.4468 1.6412 1.9659
```

HOMO level, eV: -8.35
LUMO energy, Eh: -0.0285

Version ii
This record from the OMol25 dataset describes a single C4H7BO2 molecule. The level of theory is ωB97M-V/def2-TZVPD.

Geometry as XYZ:
```
14
C4H7BO2 ωB97M-V/def2-TZVPD
H -1.0427 2.4224 1.3455
H -1.4574 -2.6040 0.8144
H -0.8916 -0.9821 1.3923
O 1.1133 -0.7281 -0.7258
O 0.7454 -3.0092 -0.8986
C -0.7220 -1.8236 0.7397
H 0.0844 3.2605 0.2727
H 1.4372 -2.8878 -1.5492
H -1.5267 2.8101 -0.3134
C -0.6938 2.4903 0.3144
H 1.8483 1.1214 -0.5478
C 0.9132 0.5585 -0.4119
C -0.1773 1.2121 -0.1305
B 0.3695 -1.8405 -0.3018
```

HOMO level (alpha / beta), eV: -8.45 / -8.79
LUMO energy (alpha / beta), Eh: -0.0253 / -0.0030

Which of them is the most stable? Correct choice: version ii.

Version i
This record from the OMol25 dataset describes a single C3H6FN3 molecule. The level of theory is ωB97M-V/def2-TZVPD.

Geometry as XYZ:
```
13
C3H6FN3 ωB97M-V/def2-TZVPD
H 0.6125 1.0337 -2.0572
H -0.4554 0.2467 2.1976
C 0.1301 1.6312 -1.2478
N 0.3736 -1.2129 -0.6479
C -0.2583 1.1237 -0.0834
H -0.1139 -1.2202 -1.5429
N -0.3181 -1.8208 1.9943
N -0.1863 -0.2399 0.2215
F -0.0171 2.9309 -1.5589
H 1.3572 -1.0414 -0.8050
H -0.1444 -2.4958 1.2298
H -0.6391 1.7070 0.7621
C -0.3407 -0.6422 1.5379
```

HOMO level, eV: -8.56
LUMO energy, Eh: 0.0256
SMILES: [H]/N=C\N(N)/C=C/F

Version ii
This record from the OMol25 dataset describes a single C3H6FN3 molecule. The level of theory is ωB97M-V/def2-TZVPD.

Geometry as XYZ:
```
13
C3H6FN3 ωB97M-V/def2-TZVPD
H -2.3814 1.0003 -0.9307
N -1.8385 0.3187 0.7305
C 2.3117 -0.2565 0.6922
H -2.3226 -0.6459 1.2706
F 2.8453 -1.0901 1.6558
N 0.7302 0.0593 -1.0773
H 3.0854 0.4076 0.1206
C 1.1203 -0.3802 0.2569
H -1.0285 0.7409 1.0495
N -1.7273 0.2579 -0.6732
H -0.6657 0.2260 -2.5355
C -0.5162 0.1649 -1.3941
H 0.3873 -0.8030 0.8347
```

HOMO level, eV: -8.65
LUMO energy, Eh: 0.0276
SMILES: NN/C=N\C=C\F

Which of them is the most stable? Correct choice: version i.